Molecular formula: C8H11NS
Method: DFT, the ωB97M-V functional and the def2-TZVPD basis

CARTESIAN COORDINATES (ANGSTROEM)
C (-0.931, 0.106, -1.127)
C (-0.082, -0.350, -2.089)
C (-0.479, 0.962, -0.133)
C (1.618, -0.429, 0.466)
C (1.416, -0.168, -2.010)
C (2.067, -0.932, -0.818)
C (-0.969, 0.938, 1.281)
C (-2.008, -0.182, 1.713)
N (0.278, 1.128, 2.001)
S (1.622, 0.042, 1.931)
H (-1.962, -0.146, -1.110)
H (-0.609, -1.029, -2.862)
H (1.690, -0.435, -3.032)
H (1.488, 0.939, -2.095)
H (3.157, -0.601, -1.066)
H (1.824, -1.926, -0.844)
H (-1.686, 1.745, 1.346)
H (-2.327, -0.058, 2.690)
H (-1.475, -1.076, 1.787)
H (-2.785, -0.105, 1.074)
H (0.153, 1.578, 2.899)

Its largest force on an atom is 5.09 eV/Å. The value obtained for the HOMO-LUMO gap is 7.010 eV. The HOMO energy is -6.77 eV.

***

Molecular formula: C8H11O2PS
Method: DFT, the ωB97M-V functional and the def2-TZVPD basis

CARTESIAN COORDINATES (ANGSTROEM)
C (2.695, -0.903, 1.162)
P (1.730, -0.028, -0.257)
C (3.187, 1.051, -0.794)
S (0.643, 1.401, 0.805)
O (-0.674, 1.408, -0.243)
C (-1.795, 0.817, 0.363)
C (-3.038, 1.211, -0.329)
C (-4.159, 0.477, -0.396)
C (-4.097, -0.742, 0.337)
C (-3.015, -1.310, 0.833)
C (-1.704, -0.617, 0.674)
O (-0.659, -1.220, 0.966)
H (3.634, -0.977, 0.763)
H (2.320, -1.882, 1.523)
H (2.848, -0.116, 1.932)
H (3.876, 0.436, -1.271)
H (3.687, 1.671, -0.030)
H (2.603, 1.786, -1.466)
H (-1.908, 1.135, 1.339)
H (-2.799, 2.132, -0.797)
H (-5.035, 0.715, -1.016)
H (-5.070, -1.257, 0.370)
H (-3.110, -2.312, 1.265)

Its largest force on an atom is 3.99 eV/Å. The value obtained for the HOMO-LUMO gap is 8.291 eV. The HOMO energy is -8.55 eV.